## i
Density functional theory data (ωB97M-V/def2-TZVPD) for an isolated molecule of C4H7NO.

Structure (XYZ):
```
13
Properties=species:S:1:pos:R:3
O -2.1669 -1.5375 0.2215
C -1.1725 -0.6368 0.0075
C 0.3653 1.9758 0.0895
N 0.9164 1.1779 -0.7228
C 1.2597 -0.1132 -0.1615
C 0.0512 -0.9856 -0.3975
H -1.7089 -2.3578 0.4466
H -1.5037 0.3800 0.2167
H 0.3258 1.7992 1.1755
H -0.1427 2.8566 -0.2984
H 1.4451 -0.0671 0.9288
H 2.1551 -0.5421 -0.6217
H 0.1762 -1.9495 -0.8843
```

Properties
HOMO energy   -0.32609 hartree
SMILES string   C=NC/C=C/O
2S+1   1
Frontier orbital gap   0.359 Ha
LUMO   0.9 eV

Atom charges from the Mulliken analysis, given in e for atoms 1 to 4: number 1, O, carries -0.497; number 2, C, carries 0.042; number 3, C, carries -0.508; number 4, N, carries -0.388



## ii
Density functional theory data (ωB97M-V/def2-TZVPD) for a structure of composition C4H7NO.

Structure (XYZ):
```
13
Properties=species:S:1:pos:R:3
C -1.2497 -0.7749 0.7820
C -0.1519 0.4221 -1.1871
C 0.6397 1.3773 -0.2620
C 1.1550 0.0726 0.2246
O 2.2284 -0.4568 0.3571
N -0.0908 -0.6977 -0.1335
H -1.3819 -1.7992 1.1345
H -1.0840 -0.1246 1.6414
H -2.1272 -0.4375 0.2302
H 0.4586 0.0709 -2.0220
H 1.4259 2.0001 -0.6967
H 0.0128 1.9711 0.4114
H 0.1651 -1.6234 -0.4798
```

Properties
HOMO energy   -0.27197 hartree
2S+1   1
Frontier orbital gap   0.301 Ha
LUMO   0.8 eV

Atom charges from the Mulliken analysis, given in e for atoms 1 to 4: number 1, C, carries -0.872; number 2, C, carries -0.659; number 3, C, carries -0.395; number 4, C, carries 0.372



## iii
Density functional theory data (ωB97M-V/def2-TZVPD) for a structure of composition C4H7NO.

Structure (XYZ):
```
13
Properties=species:S:1:pos:R:3
O 2.8532 -1.7905 -0.0649
C 2.0923 -0.9052 -0.1143
N 1.3562 0.0298 0.1229
C 0.3416 0.4919 -0.8191
C -1.0109 0.3035 1.0844
C -1.0264 -0.0451 -0.4097
H 0.7129 0.0010 -1.7482
H 0.2836 0.0485 1.4221
H 0.2822 1.6010 -0.6898
H -1.6302 -0.3542 1.6869
H -1.4175 1.3398 1.2025
H -1.7963 0.4060 -1.0772
H -1.0406 -1.1265 -0.5955
```

Properties
HOMO energy   -0.36315 hartree
2S+1   1
Frontier orbital gap   0.386 Ha
LUMO   0.6 eV

Atom charges from the Mulliken analysis, given in e for atoms 1 to 4: number 1, O, carries -0.430; number 2, C, carries 0.563; number 3, N, carries -0.377; number 4, C, carries -0.522



The most stable arrangement is iii, and the next structure is 5.6 kcal/mol less stable.



## i
Density functional theory data (ωB97M-V/def2-TZVPD) for an isolated molecule of C4H7NO.

Structure (XYZ):
```
13
Properties=species:S:1:pos:R:3
C -0.0784 2.0026 -0.1690
C -0.5284 0.5580 -0.0227
O -1.6753 0.2991 0.2896
C 0.4623 -0.5486 -0.2754
C 0.4054 -1.7127 0.6697
N -0.0269 -1.8574 -0.6972
H -0.5618 2.4691 -1.0312
H 0.9922 2.1442 -0.3009
H -0.3865 2.5738 0.7070
H 1.4166 -0.2818 -0.7202
H -0.3390 -1.6352 1.4555
H 1.3429 -2.1864 0.9690
H -1.0422 -1.8288 -0.7979
```

Properties
HOMO energy   -0.36098 hartree
SMILES string   CC(=O)[C@H]1CN1
2S+1   1
Frontier orbital gap   0.399 Ha
LUMO   1.0 eV

Atom charges from the Mulliken analysis, given in e for atoms 1 to 4: number 1, C, carries -1.087; number 2, C, carries 0.544; number 3, O, carries -0.571; number 4, C, carries 0.127



## ii
Density functional theory data (ωB97M-V/def2-TZVPD) for an isolated molecule of C4H7NO.

Structure (XYZ):
```
13
Properties=species:S:1:pos:R:3
C -1.4965 0.8294 -0.5448
N 0.6149 0.6983 -0.1283
C -0.2429 0.0004 -1.0520
C 0.9336 0.1461 0.9706
C 1.4103 -1.2510 1.0656
O 1.8529 -1.7356 2.0802
H -2.0308 1.1967 -1.4110
H -1.2227 1.7312 0.0391
H -2.0958 0.2193 0.1293
H -0.2880 -1.1112 -0.9461
H -0.0529 0.2163 -2.1103
H 1.0772 0.7951 1.8328
H 1.5407 -1.7351 0.0749
```

Properties
HOMO energy   -0.34134 hartree
SMILES string   CC/N=C\C=O
2S+1   1
Frontier orbital gap   0.337 Ha
LUMO   -0.1 eV

Atom charges from the Mulliken analysis, given in e for atoms 1 to 4: number 1, C, carries -0.991; number 2, N, carries -0.444; number 3, C, carries -0.340; number 4, C, carries -0.026



The most stable arrangement is i, and the next structure is 29.4 kcal/mol less stable.



## i
Density functional theory data (ωB97M-V/def2-TZVPD) for an isolated molecule of C4H7NO.

Structure (XYZ):
```
13
Properties=species:S:1:pos:R:3
O 0.4463 -0.1503 2.5597
N -0.3584 -0.8344 1.6446
C -0.2723 -0.2831 0.5087
C 0.5164 0.8684 -0.0431
C 0.2354 0.2970 -1.4562
C -0.8187 -0.6701 -0.8447
H 0.3447 -0.6793 3.3596
H -0.0317 1.7935 0.1611
H 1.5482 0.9808 0.2929
H -0.1179 1.0095 -2.2063
H 1.0898 -0.2531 -1.8601
H -1.8512 -0.3534 -1.0138
H -0.7307 -1.7256 -1.1022
```

Properties
HOMO energy   -0.34696 hartree
SMILES string   ON=C1CCC1
2S+1   1
Frontier orbital gap   0.387 Ha
LUMO   1.1 eV

Atom charges from the Mulliken analysis, given in e for atoms 1 to 4: number 1, O, carries -0.379; number 2, N, carries -0.585; number 3, C, carries 0.355; number 4, C, carries -0.432



## ii
Density functional theory data (ωB97M-V/def2-TZVPD) for an isolated molecule of C4H7NO.

Structure (XYZ):
```
13
Properties=species:S:1:pos:R:3
O -0.1182 0.7580 -2.5197
C -0.2978 0.1911 -1.2972
C 0.9286 -1.4957 0.8100
N -0.2557 -1.1817 1.1246
C -0.4970 0.2538 1.2084
C -0.6057 0.8449 -0.1764
H 0.0282 1.7027 -2.3834
H -0.1512 -0.8825 -1.3420
H 1.7319 -0.7559 0.6685
H 1.1745 -2.5392 0.6120
H 0.3299 0.7675 1.7306
H -1.4027 0.4349 1.7985
H -0.8647 1.9021 -0.2339
```

Properties
HOMO energy   -0.32404 hartree
SMILES string   C=NC/C=C/O
2S+1   1
Frontier orbital gap   0.356 Ha
LUMO   0.9 eV

Atom charges from the Mulliken analysis, given in e for atoms 1 to 4: number 1, O, carries -0.495; number 2, C, carries 0.058; number 3, C, carries -0.396; number 4, N, carries -0.459



The most stable arrangement is ii, and the next structure is 13.0 kcal/mol less stable.



## i
Density functional theory data (ωB97M-V/def2-TZVPD) for an isolated molecule of C4H7NO.

Structure (XYZ):
```
13
Properties=species:S:1:pos:R:3
C -0.2771 1.3908 0.4834
C 0.5477 0.5464 -0.4563
C 1.2159 -0.6883 0.0303
N 0.0714 -0.7807 -0.8455
C -1.1225 -1.3123 -0.3653
O -1.2153 -2.0994 0.5469
H -1.0137 1.9837 -0.0657
H 0.3528 2.0825 1.0492
H -0.8112 0.7597 1.1993
H 1.0292 1.0811 -1.2709
H 2.1505 -1.0093 -0.4185
H 1.0666 -0.9799 1.0662
H -1.9945 -0.9744 -0.9529
```

Properties
HOMO energy   -0.36135 hartree
SMILES string   C[C@H]1CN1C=O
2S+1   1
Frontier orbital gap   0.398 Ha
LUMO   1.0 eV

Atom charges from the Mulliken analysis, given in e for atoms 1 to 4: number 1, C, carries -1.252; number 2, C, carries 0.207; number 3, C, carries -0.430; number 4, N, carries -0.252



## ii
Density functional theory data (ωB97M-V/def2-TZVPD) for an isolated molecule of C4H7NO.

Structure (XYZ):
```
13
Properties=species:S:1:pos:R:3
C 1.5604 -0.3546 -0.3312
C -1.1063 -1.1978 0.2995
C 0.2914 0.1464 -0.9077
C 0.3214 1.3864 0.1273
N 2.4230 -0.7047 0.2869
O -0.7369 -0.8579 -1.0125
H -1.5440 -2.0714 0.5458
H -2.0285 -0.4051 0.6812
H 0.4999 0.4934 -1.9928
H 0.3034 0.7590 0.9989
H -0.6687 2.0002 0.2587
H 1.1294 2.0897 -0.1108
H -0.4445 -1.2837 1.1569
```

Properties
HOMO energy   -0.39435 hartree
SMILES string   CO[C@@H](C)C#N
2S+1   1
Frontier orbital gap   0.425 Ha
LUMO   0.8 eV

Atom charges from the Mulliken analysis, given in e for atoms 1 to 4: number 1, C, carries 0.250; number 2, C, carries -0.761; number 3, C, carries 0.013; number 4, C, carries -0.956



The most stable arrangement is i, and the next structure is 51.2 kcal/mol less stable.



## i
Density functional theory data (ωB97M-V/def2-TZVPD) for an isolated molecule of C4H7NO.

Structure (XYZ):
```
13
Properties=species:S:1:pos:R:3
C -0.3546 -2.2346 0.0724
C 0.1384 -0.8295 -0.1092
O 1.4534 -0.6201 0.1091
N -0.6573 0.0925 -0.4706
C -0.0844 2.2330 0.4634
C -0.1791 1.4090 -0.5840
H 0.0753 -2.8954 -0.6874
H -0.0970 -2.6371 1.0578
H -1.4408 -2.2178 -0.0425
H -0.2402 1.8504 1.4700
H 0.0168 3.3037 0.3343
H 1.5766 0.3375 -0.0595
H 0.0296 1.7462 -1.6020
```

Properties
HOMO energy   -0.33679 hartree
SMILES string   C=C/N=C(/C)O
2S+1   1
Frontier orbital gap   0.372 Ha
LUMO   1.0 eV

Atom charges from the Mulliken analysis, given in e for atoms 1 to 4: number 1, C, carries -0.958; number 2, C, carries 0.672; number 3, O, carries -0.482; number 4, N, carries -0.383



## ii
Density functional theory data (ωB97M-V/def2-TZVPD) for a cluster of 2 separate species, C4H7NO in total.

Structure (XYZ):
```
13
Properties=species:S:1:pos:R:3
C -0.2006 0.9650 2.2112
C -0.0748 0.0962 0.9831
C -0.3466 -0.3190 -2.4843
N -0.0608 -1.2963 -1.7316
C 1.1052 -0.2867 0.5393
O 2.1949 -0.5722 0.2215
H -0.5964 0.4007 3.0645
H 0.7700 1.3767 2.5047
H -0.8739 1.8099 2.0290
H -0.9434 -0.2951 0.4673
H -0.4152 0.6792 -2.0420
H -0.5379 -0.3881 -3.5613
H -0.0207 -2.1755 -2.2509
```

Properties
HOMO energy   -0.30683 hartree
SMILES string   CC=C=O.C=N
2S+1   1
Frontier orbital gap   0.342 Ha
LUMO   1.0 eV

Atom charges from the Mulliken analysis, given in e for atoms 1 to 4: number 1, C, carries -1.104; number 2, C, carries -0.247; number 3, C, carries -0.272; number 4, N, carries -0.415



The most stable arrangement is i, and the next structure is 25.3 kcal/mol less stable.